Here is a molecular structure, C47H57AsCsF6N8O3SSi2Te from the Open Molecules 2025 dataset. Energies are from ωB97M-V/def2-TZVPD.

Values from the calculation:
- HOMO level (eV) = -3.129
- charge = -1
- Kohn-Sham gap (eV) = 3.00

```
127
Properties=species:S:1:pos:R:3:forces:R:3:mulliken_charge:R:1
Cs 2.74433 -0.39328 0.86778 0.24 -0.61 2.54 1.178
C 0.85659 1.34721 4.38543 -0.03 0.05 0.05 0.308
N -0.03471 1.70544 3.29737 0.01 -0.04 -0.03 -0.055
C -1.22385 0.88758 3.21338 -0.03 0.03 0.04 -0.372
C -0.99979 -0.59971 3.26952 0.01 0.06 -0.06 0.029
N -0.05596 -1.24411 2.65223 0.02 0.10 -0.06 0.324
C -0.21768 -2.57170 3.02017 0.02 -0.01 -0.01 0.247
C 0.53040 -3.69081 2.66693 -0.02 0.00 -0.02 -0.404
C 0.14831 -4.90991 3.18827 -0.03 -0.02 -0.02 -0.918
C -0.95784 -5.02633 4.04333 0.01 -0.06 -0.01 -0.520
C -1.70803 -3.92566 4.40825 -0.02 0.02 0.01 -1.151
C -1.31083 -2.70173 3.88453 -0.01 -0.06 0.00 0.430
N -1.79546 -1.41680 4.03187 0.03 -0.01 -0.03 0.055
C 2.20889 1.94143 4.16976 -0.06 -0.09 -0.12 -0.442
N 2.66279 2.34239 3.01558 -0.15 0.05 0.03 -0.147
C 3.97707 2.70961 3.25908 0.12 -0.05 -0.04 0.286
C 4.94791 3.17118 2.37519 -0.03 -0.01 0.01 -0.763
C 6.21418 3.40684 2.87745 0.04 0.00 0.01 -0.566
C 6.51757 3.18200 4.22722 0.03 0.01 0.00 -0.381
C 5.56329 2.72176 5.11670 -0.03 0.01 -0.01 -0.991
C 4.29110 2.49925 4.60808 0.08 -0.02 -0.01 0.551
N 3.12139 2.04842 5.18232 -0.08 0.14 0.01 -0.019
H 1.00274 0.26125 4.48470 0.00 0.01 0.03 0.064
H 0.44636 1.70735 5.33746 0.02 0.00 -0.02 0.215
H 0.46563 1.70071 2.41478 0.00 0.04 0.01 0.195
H -1.72617 1.11936 2.27100 -0.01 0.00 0.01 -0.311
H -1.91438 1.15851 4.02432 0.02 -0.01 -0.03 0.509
H 1.38374 -3.59947 2.01066 0.02 0.00 0.00 0.449
H 0.71087 -5.79707 2.93001 0.01 -0.02 0.00 0.493
H -1.22883 -6.00241 4.42493 0.00 -0.01 0.01 0.380
H -2.56111 -4.01825 5.06797 -0.01 0.00 0.01 0.417
H -2.57744 -1.12407 4.58811 0.01 0.00 0.00 0.188
H 4.71456 3.30848 1.32752 -0.01 0.00 -0.04 0.514
H 6.99542 3.75137 2.21223 0.01 0.01 -0.01 0.386
H 7.52662 3.35655 4.57839 0.01 0.00 0.00 0.367
H 5.80617 2.52315 6.15181 0.00 0.00 0.03 0.384
H 3.06540 1.51576 6.03477 0.03 -0.10 -0.04 0.366
F -4.12846 3.79260 -0.18117 0.05 -0.03 0.01 -0.493
C -3.02884 3.71803 -0.97431 0.04 0.01 -0.05 0.684
C -1.86289 3.21986 -0.47023 0.11 0.05 -0.10 -0.457
C -0.71873 3.15710 -1.27094 -0.03 -0.05 0.03 0.671
C 0.43943 2.36006 -0.80581 -0.13 -0.06 0.05 -0.184
O 0.43261 1.81774 0.29241 0.07 0.09 -0.12 -0.454
C 1.51160 2.25360 -1.77308 0.04 0.16 0.03 -0.231
C 1.47474 2.96652 -2.91056 -0.06 -0.13 0.00 -0.434
N 0.38295 3.68399 -3.34539 -0.20 -0.01 0.07 0.346
C 0.33891 4.24399 -4.66391 0.03 0.10 -0.03 -0.233
C -0.35365 3.48740 -5.77011 0.02 0.01 0.00 -0.349
C 1.14127 3.64836 -5.77347 -0.07 0.01 -0.05 -1.088
C -0.75213 3.70915 -2.55557 -0.10 -0.05 -0.04 -0.512
C -1.97605 4.17374 -3.06880 -0.14 0.01 0.22 -0.161
C -3.14190 4.11855 -2.31330 0.11 -0.06 -0.16 -0.418
N -4.43918 4.38421 -2.85675 0.31 0.13 0.07 0.054
C -4.47683 4.81179 -4.23540 0.08 0.05 -0.11 -1.210
C -4.20531 3.68486 -5.23613 -0.02 -0.09 -0.08 -0.299
N -5.16723 2.56116 -4.97388 -0.13 0.04 -0.04 -0.085
C -5.10914 2.11316 -3.53484 0.00 -0.12 -0.01 0.053
C -5.40155 3.31092 -2.65055 -0.13 -0.10 0.14 -1.171
C 2.63668 1.25577 -1.57255 0.02 0.45 -0.42 -0.042
O 3.79793 1.66967 -1.47995 -0.04 0.02 0.12 -0.700
O 2.21714 0.07283 -1.52255 -0.34 0.29 -1.63 -0.957
H -1.81049 2.82838 0.53663 0.00 0.01 0.03 0.470
H 2.32062 2.94882 -3.58109 0.02 0.04 -0.02 0.819
H 0.22587 5.32434 -4.67489 0.04 -0.02 -0.01 0.437
H -0.94025 4.04194 -6.49253 0.00 0.02 0.00 0.300
H -0.72651 2.50532 -5.50710 0.00 -0.04 0.01 0.116
H 1.58622 4.33989 -6.47420 -0.01 -0.01 -0.01 0.294
H 1.72520 2.76141 -5.58553 0.02 -0.03 0.05 0.367
H -2.00083 4.50029 -4.09255 0.02 0.08 -0.03 0.825
H -3.74742 5.60125 -4.40287 -0.01 0.06 -0.01 0.490
H -5.46487 5.24333 -4.43687 0.02 -0.04 0.02 0.446
H -3.20970 3.25695 -5.12013 -0.08 0.02 -0.01 0.270
H -4.35004 4.00866 -6.26656 0.03 0.03 0.01 0.376
H -4.97313 1.77209 -5.59152 0.05 0.00 0.05 0.386
H -6.11940 2.87653 -5.17618 0.06 -0.04 -0.02 0.401
H -4.10346 1.72281 -3.37330 -0.05 -0.04 0.03 -0.270
H -5.82439 1.30122 -3.41785 0.01 0.02 0.05 0.553
H -5.39817 2.98930 -1.61208 -0.02 0.00 -0.08 0.389
H -6.40317 3.70567 -2.86094 0.01 -0.02 0.00 0.456
C -3.47646 -3.54938 0.71786 0.03 -0.04 -0.09 -0.682
Si -2.74807 -4.24102 -0.89220 -0.01 -0.02 -0.03 0.337
C -4.25172 -4.84816 -1.88910 0.10 0.00 0.05 -1.171
C -1.83362 -5.81344 -0.38459 -0.06 0.02 -0.06 -0.931
As -1.26808 -2.93072 -2.07975 -0.04 0.12 -0.03 -0.212
Si -2.43445 -0.98432 -1.88370 0.02 -0.07 0.12 -0.232
C -1.75276 0.30923 -3.11804 -0.10 -0.06 -0.04 0.079
C -2.40628 -0.07994 -0.21732 -0.08 -0.01 -0.07 0.077
C -4.31233 -1.07896 -2.24838 0.08 0.08 -0.04 -0.893
H -3.99722 -4.34458 1.25907 -0.03 -0.03 0.02 0.497
H -4.18931 -2.74321 0.54054 -0.05 0.09 -0.02 0.403
H -2.68332 -3.16807 1.36029 0.09 0.03 0.06 -0.298
H -4.88273 -5.51268 -1.29253 -0.04 -0.05 0.05 0.308
H -3.90939 -5.39430 -2.76899 0.03 -0.04 -0.05 0.311
H -4.86243 -4.01845 -2.24131 -0.07 0.10 -0.03 0.272
H -2.52801 -6.57438 -0.01786 -0.02 -0.03 0.02 0.285
H -1.11899 -5.59440 0.40670 0.09 0.04 0.09 0.093
H -1.27999 -6.22856 -1.22822 0.01 -0.02 -0.04 0.311
H -0.68117 0.44102 -2.95261 0.09 -0.02 0.01 0.153
H -2.22405 1.29279 -2.99733 0.02 0.07 0.04 -0.803
H -1.88969 -0.03805 -4.14617 -0.01 -0.02 -0.07 0.483
H -1.40032 0.24903 0.04022 0.12 0.00 -0.02 -0.575
H -2.73738 -0.74620 0.57790 -0.06 -0.11 0.08 0.344
H -3.06933 0.79441 -0.22607 -0.04 0.00 0.01 0.156
H -4.50730 -1.42755 -3.26472 -0.03 0.00 -0.08 0.354
H -4.79818 -0.11272 -2.08437 -0.07 0.10 0.04 0.083
H -4.78685 -1.78078 -1.56489 -0.03 -0.11 0.05 0.297
F 6.79560 -5.73963 5.81640 -0.01 0.02 -0.01 -0.334
C 6.00509 -4.68746 5.53155 -0.05 0.08 -0.01 0.708
C 5.86566 -3.64379 6.43101 0.00 -0.09 -0.11 0.043
F 6.53531 -3.68438 7.59717 0.00 -0.01 0.01 -0.318
C 5.04706 -2.57136 6.13226 -0.01 -0.01 0.01 0.203
F 4.96549 -1.60006 7.06020 -0.01 -0.02 -0.04 -0.354
C 4.32044 -2.46705 4.93922 -0.08 0.01 -0.09 -0.222
S 3.27503 -1.13465 4.57602 0.09 -0.08 0.04 -0.052
C 4.50388 -3.54183 4.05639 0.03 0.03 0.06 0.206
F 3.87605 -3.54946 2.86785 -0.01 0.03 -0.01 -0.243
C 5.31505 -4.62482 4.33205 0.05 0.04 0.14 -0.240
F 5.44283 -5.62380 3.44399 0.01 -0.03 -0.01 -0.313
C 5.98136 -3.03758 -2.60065 -0.04 0.00 -0.01 -1.082
Te 4.51860 -1.51388 -2.17859 0.27 -0.19 -0.27 0.392
C 2.92525 -2.80701 -2.74820 -0.04 0.03 0.06 -0.770
H 6.04985 -3.22530 -3.67052 -0.01 -0.01 -0.01 0.299
H 5.71206 -3.95585 -2.08318 0.00 -0.02 0.02 0.272
H 6.94891 -2.69975 -2.23458 0.03 0.02 0.01 0.291
H 3.01468 -3.04950 -3.80427 -0.02 -0.01 -0.01 0.402
H 1.98646 -2.29180 -2.55986 -0.01 0.02 -0.01 -0.015
H 2.95815 -3.71516 -2.15139 0.01 -0.02 0.00 0.327
```
Forces are in eV/Å.